Here is C34H74BBrGaN2O12S5 as an isolated structure in a non-equilibrium geometry from the OMol25 dataset. Energies are from ωB97M-V with the def2-TZVPD basis set.

```
130
Properties=species:S:1:pos:R:3:forces:R:3
C -1.895710 0.023074 -2.895818 -0.779 0.224 1.067
C -1.064438 1.137522 -1.966753 1.194 -1.872 -2.515
Br -2.328552 1.708484 -0.526695 0.522 -0.306 -0.407
C -0.500560 2.344870 -2.921285 0.291 -1.720 -0.460
Ga -0.376198 4.199231 -2.017299 -0.251 0.876 -0.126
C -2.272153 5.003891 -1.843386 -2.419 0.094 -0.458
C -3.188383 4.615381 -3.183056 -0.237 0.422 0.573
C -3.009146 5.671309 -4.424379 -0.900 -0.602 -0.659
C -3.787044 7.103751 -4.236320 1.099 -0.032 -0.777
O -5.132995 7.003554 -3.649135 1.742 -0.011 1.386
C 0.768390 5.576500 -3.131178 0.804 0.227 -0.577
C 1.367246 6.800862 -2.219947 0.344 0.535 -0.674
C 0.206589 7.833348 -1.630881 1.120 0.598 -0.371
C 0.070307 7.820312 0.002659 -1.190 0.593 0.253
C -1.468076 7.548046 0.554229 0.217 -0.212 0.431
N -1.465082 7.940544 2.046821 1.142 -1.204 -0.608
B 0.642739 4.027339 -0.182730 -0.601 0.676 1.812
O -0.010508 4.547159 1.069244 3.677 -0.611 -1.033
N 2.033358 3.434294 -0.043479 -0.715 -0.110 -1.037
C 2.848922 3.540543 -1.314884 1.575 -0.653 -0.102
C 1.823611 1.964547 0.254987 0.249 -0.181 0.229
H -2.510665 -0.697467 -2.169355 1.417 1.345 -1.541
H -2.721880 0.592424 -3.527188 1.915 -1.205 1.087
H -1.167970 -0.626382 -3.554163 -1.417 1.500 1.185
H -0.188708 0.505924 -1.463121 -2.072 1.777 -0.776
H -1.148287 2.383852 -3.898532 1.169 -0.223 1.746
H 0.603724 2.024290 -3.242177 -2.305 0.483 0.570
H -2.320819 6.169753 -1.756995 0.142 -1.976 -0.110
H -2.890121 4.576395 -0.919534 1.369 0.938 -1.770
H -4.312708 4.649226 -2.842787 1.923 -0.118 -0.957
H -2.990350 3.504154 -3.545352 -0.295 2.387 0.675
H -3.495774 5.153815 -5.382392 1.013 1.086 1.909
H -1.895312 5.902270 -4.699238 -2.008 -0.497 0.721
H -3.086620 7.840579 -3.649824 -1.473 -1.321 -0.834
H -3.914421 7.561252 -5.325782 0.060 -0.899 2.371
H -5.031580 6.864928 -2.647249 0.041 0.201 -2.325
H 1.630740 4.918695 -3.629124 -1.461 1.679 0.961
H 0.169748 6.052355 -4.016891 1.111 -0.712 1.501
H 2.099463 7.435886 -2.915977 -1.441 -1.135 1.528
H 2.026216 6.457384 -1.306867 -1.348 0.399 -1.750
H -0.801664 7.668483 -2.201287 1.819 0.128 1.323
H 0.575747 8.929460 -1.924320 -0.901 -2.275 0.597
H 0.762555 7.056002 0.556025 -1.260 1.240 -1.359
H 0.368307 8.899730 0.416231 -0.659 -2.226 -0.856
H -1.772614 6.406522 0.531859 0.797 2.402 -0.646
H -2.280672 8.229973 0.034245 1.781 -1.469 0.694
H -1.930059 7.149481 2.552198 0.768 1.017 -0.468
H -0.434414 7.891024 2.295281 -1.772 -0.024 0.033
H 0.797936 4.736960 1.664800 -1.830 -0.651 -0.939
H 3.840272 2.904155 -1.122860 -1.913 1.278 -0.442
H 2.347937 3.063418 -2.263826 0.691 0.935 1.752
H 3.216947 4.626724 -1.570396 -1.049 -2.082 0.643
H 1.670622 1.410596 -0.770317 0.328 0.654 2.150
H 0.883200 1.807918 0.941936 1.836 0.251 -1.362
H 2.784904 1.590377 0.828666 -1.888 0.344 -1.229
C 0.397648 -4.705404 -0.781257 0.216 -0.108 0.093
C -0.966386 -4.016996 -0.791561 -0.097 -0.056 -0.336
C -0.917671 -2.887148 0.235638 -0.348 -0.054 0.169
S 0.791185 -2.375727 0.335226 -0.339 0.202 -0.705
O 1.289995 -2.690844 1.657356 0.227 0.328 0.113
O 0.929634 -1.058088 -0.252236 0.329 -0.273 0.621
C 1.425701 -3.584242 -0.810415 0.284 -0.343 -0.226
H 0.517253 -5.382560 -1.632011 0.194 0.497 0.487
H 0.508371 -5.292815 0.138052 0.017 0.054 -0.127
H -1.157596 -3.601332 -1.788354 0.087 -0.059 0.170
H -1.775726 -4.719096 -0.568123 0.288 0.270 -0.058
H -1.533682 -2.037974 -0.070882 0.224 0.064 0.158
H -1.226181 -3.233057 1.226011 0.349 0.228 -0.280
H 2.421392 -3.906189 -0.500686 -0.048 0.205 0.037
H 1.470928 -3.117019 -1.798698 -0.005 0.046 0.174
C -5.249680 -3.516779 3.459403 0.092 0.141 0.228
C -5.791184 -2.515023 2.440650 -0.292 0.189 0.145
C -4.963132 -2.664664 1.165500 -0.139 0.644 -0.134
S -4.386197 -4.355271 1.139892 -0.281 -0.096 -0.105
O -2.944339 -4.351960 1.270924 -0.993 -0.508 0.082
O -5.067218 -5.075593 0.082630 0.589 0.022 0.131
C -5.094234 -4.828899 2.705131 -0.170 -0.217 0.527
H -5.918253 -3.623885 4.318568 0.121 -0.002 -0.108
H -4.274363 -3.177912 3.828680 -0.118 -0.084 -0.024
H -6.842254 -2.744222 2.226979 0.143 0.022 0.031
H -5.749699 -1.489312 2.820245 -0.004 -0.166 -0.115
H -5.562131 -2.471707 0.271920 0.282 -0.127 0.041
H -4.088663 -2.008275 1.176815 -0.050 -0.168 -0.070
H -4.439775 -5.540520 3.211353 -0.006 0.018 -0.233
H -6.067863 -5.286993 2.507038 0.158 0.035 -0.061
C -1.606782 -9.374393 -3.587514 -0.024 -0.280 0.048
C -2.970815 -8.685986 -3.597818 -0.208 -0.131 -0.258
C -2.922100 -7.556137 -2.570620 -0.708 -0.073 0.028
S -1.213244 -7.044716 -2.471030 -0.123 0.177 -0.216
O -0.714435 -7.359833 -1.148901 -0.151 0.112 -0.411
O -1.074795 -5.727077 -3.058493 -0.062 -0.682 0.121
C -0.578728 -8.253231 -3.616672 0.263 -0.407 -0.333
H -1.487177 -10.051549 -4.438268 0.011 0.084 0.134
H -1.496059 -9.961804 -2.668205 0.039 0.067 -0.123
H -3.162025 -8.270321 -4.594611 0.036 -0.060 0.138
H -3.780154 -9.388085 -3.374381 0.106 0.142 -0.038
H -3.538111 -6.706963 -2.877139 0.217 -0.019 0.234
H -3.230610 -7.902046 -1.580247 0.157 0.165 -0.089
H 0.416963 -8.575178 -3.306943 -0.084 0.214 0.048
H -0.533501 -7.786008 -4.604956 0.006 0.025 0.176
C 6.260108 0.809061 1.614603 -0.139 0.256 -0.077
C 5.213366 -0.102430 2.253441 -0.100 0.146 0.289
C 5.120364 -1.364415 1.397397 -0.630 -0.011 0.189
S 6.721530 -1.567795 0.631523 0.091 -0.087 0.028
O 6.572653 -1.399885 -0.798783 0.214 -0.332 0.365
O 7.385440 -2.717652 1.212475 -0.093 0.104 -0.476
C 7.450006 -0.085719 1.301142 0.279 0.475 0.156
H 6.540328 1.632761 2.277644 -0.051 -0.119 -0.112
H 5.859816 1.239767 0.689023 0.076 -0.028 0.112
H 5.531972 -0.368050 3.268759 0.030 0.149 -0.147
H 4.240585 0.392675 2.333849 0.130 -0.105 -0.001
H 4.892820 -2.245376 2.002913 0.088 -0.003 -0.304
H 4.376317 -1.255597 0.603531 0.158 -0.060 0.036
H 8.138193 0.352799 0.576515 -0.051 -0.229 0.002
H 7.987689 -0.359979 2.213680 -0.062 -0.053 -0.148
C 2.523745 -2.634045 6.878174 -0.231 -0.134 0.025
C 3.219932 -3.021436 5.574389 0.071 -0.368 -0.029
C 3.394561 -1.746272 4.751266 -0.053 -0.446 -0.509
S 3.496649 -0.403676 5.925435 0.063 0.298 -0.107
O 2.338865 0.448295 5.752759 0.607 -0.118 0.113
O 4.848718 0.118083 5.936856 -0.462 0.162 -0.048
C 3.253170 -1.398336 7.383852 -0.112 -0.275 0.535
H 2.552801 -3.445823 7.610840 -0.022 0.122 -0.079
H 1.472416 -2.394429 6.678856 0.134 -0.007 0.062
H 4.202942 -3.452422 5.799950 -0.123 0.060 -0.010
H 2.650993 -3.774371 5.020048 0.113 0.153 0.037
H 4.308650 -1.775771 4.152861 -0.253 0.160 0.170
H 2.531467 -1.566026 4.104543 0.123 0.083 0.061
H 2.684278 -0.837977 8.127723 0.141 0.107 -0.164
H 4.239321 -1.657844 7.780346 -0.095 0.106 -0.086
```
Forces are in eV/Å.

**HOMO energy**: -0.153 Eh
**Net charge**: -1
**E_tot**: -241273.723 eV
**LUMO level**: 1.45 eV
**Orbital gap**: 5.617 eV

Mulliken population analysis, charges in e, atoms 1 to 4: -0.8210 0.3910 -0.2372 0.1755